Density functional theory data (the ωB97M-V functional and the def2-TZVPD basis) for a cluster of 2 separate species, C23H27 in total in a non-equilibrium geometry.

Bonds (Å) are listed after each position.
Positions of all 50 atoms, in Å:
1 C 0.65492 -2.04949 -0.08191  C2 1.512, H11 1.101, H12 1.100, H13 1.101
2 C 0.53610 -1.13334 1.11476  C1 1.512, C4 1.431, C10 1.429
3 H 0.28892 0.50623 -0.08709  C29 1.072
4 C -0.72500 -0.99263 1.77621  C2 1.431, C5 1.358, H14 1.105
5 C -0.79112 -1.07964 3.12956  C4 1.358, C6 1.472, C7 1.488
6 C -2.08436 -1.28748 3.80208  C5 1.472, H15 1.087, H16 1.097, H17 1.100
7 C 0.47689 -1.02538 3.90593  C5 1.488, C8 1.489, H18 1.098, H19 1.105
8 C 1.76039 -0.84567 3.17377  C7 1.489, C9 1.473, C10 1.356
9 C 3.04711 -0.83618 3.89098  C8 1.473, H20 1.087, H21 1.100, H22 1.097
10 C 1.71987 -0.75764 1.82117  C2 1.429, C8 1.356, H23 1.107
11 H 0.76315 -3.05822 0.34510  C1 1.101
12 H -0.26387 -2.05264 -0.68693  C1 1.100
13 H 1.56718 -1.84457 -0.66235  C1 1.101
14 H -1.67232 -0.90045 1.21432  C4 1.105
15 H -1.92626 -1.30470 4.87756  C6 1.087
16 H -2.77944 -0.47541 3.55435  C6 1.097
17 H -2.51739 -2.23851 3.45895  C6 1.100
18 H 0.39254 -0.24871 4.67782  C7 1.098
19 H 0.55418 -1.96512 4.48149  C7 1.105
20 H 2.86049 -0.88657 4.96035  C9 1.087
21 H 3.64715 -1.69881 3.56416  C9 1.100
22 H 3.60501 0.08268 3.67010  C9 1.097
23 H 2.64941 -0.48734 1.28452  C10 1.107
24 C -5.17877 0.66535 -2.72298  C25 1.506, H38 1.104, H39 1.106, H40 1.104
25 C -3.72438 0.85510 -2.38183  C24 1.506, C26 1.392, C37 1.391
26 C -3.36053 1.78368 -1.41031  C25 1.392, C27 1.370, H41 1.078
27 C -2.05762 1.92613 -1.01134  C26 1.370, C28 1.391, H42 1.095
28 C -1.07920 1.11042 -1.56897  C27 1.391, C29 1.504, C36 1.401
29 C 0.26061 1.21187 -0.89352  H3 1.072, C28 1.504, C30 1.511, H43 1.092
30 C 1.53645 1.14782 -1.70127  C29 1.511, C31 1.391, C35 1.385
31 C 2.58084 1.84978 -1.10748  C30 1.391, C32 1.375, H44 1.081
32 C 3.87289 1.66397 -1.53941  C31 1.375, C33 1.403, H45 1.090
33 C 4.12771 0.75687 -2.57891  C32 1.403, C34 1.396, H46 1.098
34 C 3.06863 0.10400 -3.21113  C33 1.396, C35 1.388, H47 1.092
35 C 1.76375 0.32424 -2.79145  C30 1.385, C34 1.388, H48 1.070
36 C -1.39635 0.18307 -2.56982  C28 1.401, C37 1.390, H49 1.091
37 C -2.72047 0.10470 -2.98627  C25 1.391, C36 1.390, H50 1.086
38 H -5.29036 -0.08690 -3.52356  C24 1.104
39 H -5.68814 0.33034 -1.79994  C24 1.106
40 H -5.64928 1.60149 -3.07112  C24 1.104
41 H -4.10224 2.42894 -0.96827  C26 1.078
42 H -1.75470 2.65890 -0.25686  C27 1.095
43 H 0.27601 2.20920 -0.44962  C29 1.092
44 H 2.36267 2.52640 -0.29345  C31 1.081
45 H 4.67190 2.25961 -1.09878  C32 1.090
46 H 5.15121 0.62664 -2.95375  C33 1.098
47 H 3.24859 -0.52896 -4.08252  C34 1.092
48 H 0.96211 -0.12453 -3.33967  C35 1.070
49 H -0.66188 -0.45499 -3.06363  C36 1.091
50 H -2.98298 -0.55352 -3.80906  C37 1.086

Calculated values
Gap between HOMO and LUMO   0.2281 hartree
HOMO level   -11.16 eV
Strongest force on any atom   2.3 eV/A
Total charge   +1

Density functional theory data (the ωB97M-V functional and the def2-TZVPD basis) for the molecule C2H3NP2 in a non-equilibrium geometry.

Bonds (Å) are listed after each position.
Positions of all 8 atoms, in Å:
1 C -1.21519 0.78962 -0.00962  P2 1.782, N5 1.249, H6 1.096
2 P -0.07338 -0.40516 0.65651  C1 1.782, C3 1.798, H7 1.385
3 C 1.32310 0.65909 0.26806  P2 1.798, P4 1.699, H8 1.152
4 P 0.99192 2.31800 0.10795  C3 1.699, N5 2.014
5 N -0.94260 1.96635 -0.32857  C1 1.249, P4 2.014
6 H -2.26360 0.56300 -0.23719  C1 1.096
7 H -0.36904 -1.28307 -0.37326  P2 1.385
8 H 2.39400 0.47446 0.65075  C3 1.152

Calculated values
Gap between HOMO and LUMO   0.3164 hartree
HOMO level   -8.99 eV
Strongest force on any atom   4.0 eV/A

Density functional theory data (the ωB97M-V functional and the def2-TZVPD basis) for the molecule C2H6N4O in a non-equilibrium geometry.

Bonds (Å) are listed after each position.
Positions of all 13 atoms, in Å:
1 H 1.81746 0.31175 1.33990  N2 1.012
2 N 1.09541 0.06199 0.67687  H1 1.012, C3 1.282
3 C -0.11392 0.33458 1.00202  N2 1.282, N4 1.363, O5 1.331
4 N -0.57748 0.91251 2.14557  C3 1.363, H10 1.005, H11 1.004
5 O -1.01894 0.22613 0.03150  C3 1.331, C6 1.511
6 C -0.27709 -0.17935 -1.22103  O5 1.511, N7 1.371, N8 1.253
7 N 0.11176 -1.49400 -1.22086  C6 1.371, H12 1.011, H13 1.007
8 N -0.38529 0.63959 -2.16370  C6 1.253, H9 1.013
9 H -0.05297 0.29097 -3.05519  N8 1.013
10 H -1.48774 1.33707 2.11417  N4 1.005
11 H 0.08886 1.26815 2.80758  N4 1.004
12 H 0.47860 -1.81623 -0.33563  N7 1.011
13 H 0.32135 -1.89316 -2.12120  N7 1.007

Calculated values
Gap between HOMO and LUMO   0.3691 hartree
HOMO level   -9.19 eV
Strongest force on any atom   2.2 eV/A